(1)
Density functional theory data (the ωB97M-V functional and the def2-TZVPD basis) for a structure of composition C33H52Cl6CrN7OPSSbSi in a non-equilibrium geometry.

Computed properties:
ΔE to the lowest compared entry with this formula, charge and spin: 0.0 kcal per mole
E_HOMO (alpha / beta): -0.3483 / -0.3591 Eh
electronic energy: -6822.172529 a.u.
Kohn-Sham gap (alpha / beta): 6.47 / 6.76 eV
2S+1: 5
total charge: +1
largest force on an atom: 2.3 eV Å⁻¹

Geometry as XYZ:
```
104
C33H52Cl6CrN7OPSSbSi the ωB97M-V functional and the def2-TZVPD basis
Cr 1.42692 -0.60563 -0.56474
N -0.13406 -3.91166 1.30051
C -1.39888 -3.39361 1.15808
C -2.65554 -3.89592 1.46009
C -3.73021 -3.06979 1.19618
C -3.57062 -1.78381 0.67026
C -2.32315 -1.27312 0.37338
C -1.22914 -2.10304 0.60829
N 0.10859 -1.87859 0.41674
C 0.73743 -2.96376 0.85378
C 2.16552 -2.94336 0.88080
C 3.07527 -3.89413 1.25438
S 4.67182 -3.28054 1.13430
C 4.03427 -1.78356 0.59229
N 2.72943 -1.73964 0.49052
H 0.09181 -4.80768 1.69480
H -2.78455 -4.87464 1.89537
H -4.72041 -3.42884 1.42205
H -4.44855 -1.17491 0.51158
H -2.17872 -0.28192 -0.03330
H 2.89665 -4.90225 1.56078
H 4.67353 -0.95604 0.34657
Cl 2.77573 2.52642 0.71916
Si 2.74478 1.32797 -1.02544
Cl 2.43578 2.75032 -2.48671
Cl 4.78717 0.90730 -1.32536
Cl 4.99755 -3.68892 -4.19111
C 4.83977 -2.14905 -3.26895
Cl 5.17086 -0.76732 -4.34630
Cl 6.03005 -2.18027 -1.92979
C 3.50584 -2.02715 -2.76912
N 2.43431 -1.88267 -2.35537
O -0.07373 -0.13442 -1.89144
P -0.96285 0.71123 -2.74486
N -1.69752 1.81714 -1.74393
C -1.01802 2.31047 -0.55168
C -2.17012 2.74740 0.36815
C -3.37617 2.92070 -0.57239
C -2.78315 2.75078 -1.97552
N -2.02996 -0.30329 -3.51863
C -2.44152 -1.60124 -2.99387
C -3.97767 -1.65105 -3.12245
C -4.36872 -0.26623 -3.65159
C -3.09906 0.16858 -4.37913
N -0.03277 1.45801 -3.89971
C -0.39022 2.65180 -4.64873
C -0.53267 2.16790 -6.08955
C 0.57391 1.11808 -6.19856
C 0.71301 0.55143 -4.77711
H -0.37899 3.16726 -0.79617
H -0.39448 1.52226 -0.11435
H -1.92359 3.67448 0.87983
H -2.37572 1.99157 1.12523
H -3.85140 3.89171 -0.46576
H -4.12154 2.14849 -0.38363
H -2.39941 3.71578 -2.33069
H -3.50437 2.37041 -2.69460
H -2.09376 -1.71407 -1.96758
H -1.98837 -2.38466 -3.60851
H -4.45847 -1.87596 -2.17188
H -4.26488 -2.41741 -3.84191
H -4.57476 0.41683 -2.82599
H -5.23601 -0.30113 -4.30674
H -3.02372 1.24314 -4.54144
H -3.02893 -0.35025 -5.34222
H 0.43027 3.37443 -4.56923
H -1.29833 3.10159 -4.24933
H -0.41167 2.97570 -6.80548
H -1.50935 1.70792 -6.24588
H 1.50744 1.58680 -6.50551
H 0.32930 0.34306 -6.92121
H 1.75953 0.50641 -4.46222
H 0.29354 -0.45535 -4.69098
C 1.50131 2.59493 5.34563
C 1.36701 2.56412 3.84053
C 0.24313 3.46182 3.35936
Sb 1.11610 0.53800 2.88180
C -0.63264 -0.44748 3.93940
C -1.09167 0.20704 5.22832
C -0.40923 -1.93837 4.13789
C 2.85427 -0.55234 3.76988
C 2.81057 -0.86748 5.25391
C 4.09425 0.24489 3.40937
H 1.69640 3.61808 5.66433
H 2.33227 1.98558 5.68160
H 0.59684 2.26257 5.84020
H 2.29938 2.90945 3.39191
H -0.72007 3.12248 3.73769
H 0.20942 3.48367 2.27133
H 0.40323 4.48037 3.70997
H -1.41677 -0.31960 3.18553
H -0.33340 0.14019 6.00586
H -1.99144 -0.29452 5.58762
H -1.33874 1.25461 5.07036
H 0.08751 -2.13347 5.08351
H 0.19146 -2.36721 3.33809
H -1.36686 -2.45927 4.16259
H 2.86138 -1.49711 3.21791
H 2.81945 0.03453 5.85732
H 3.68954 -1.45321 5.52794
H 1.93086 -1.44623 5.51795
H 4.09497 1.19467 3.93885
H 4.12835 0.44959 2.34030
H 4.99875 -0.29683 3.68658
```

Results of the Mulliken charge analysis, in e, for atoms 1 through 2: Cr 2.387; N 0.211


(2)
Density functional theory data (the ωB97M-V functional and the def2-TZVPD basis) for a structure of composition C33H52N3O2P2Pt in a non-equilibrium geometry.

Computed properties:
E_HOMO (alpha / beta): -0.2247 / -0.3743 Eh
electronic energy: -2405.164675 a.u.
Kohn-Sham gap (alpha / beta): 3.57 / 5.44 eV
2S+1: 3
total charge: +1
largest force on an atom: 3.2 eV Å⁻¹

Geometry as XYZ:
```
93
C33H52N3O2P2Pt the ωB97M-V functional and the def2-TZVPD basis
C -1.60520 -1.53004 -2.49125
C 0.61832 -2.32772 -2.22128
C -1.86311 -2.47206 -3.48293
C 0.33397 -3.37762 -3.13830
C -0.89007 -3.43340 -3.77107
H -2.83591 -2.43862 -3.97512
H 1.14208 -4.06919 -3.36592
H -1.09950 -4.20157 -4.51363
N -0.43735 -1.52426 -1.82435
P -2.39713 0.01126 -0.36821
P 2.26607 -0.64370 -0.69514
C -2.55566 -0.39028 -2.17305
H -2.24961 0.49700 -2.75127
H -3.57852 -0.63959 -2.47072
C 0.19143 1.06977 1.07945
O 0.34301 1.83303 1.94149
C 1.90530 -1.99194 -1.77710
H 2.71403 -2.68037 -2.04620
C 3.67041 0.23426 -1.70886
C 2.99130 -1.26633 0.93675
C -3.19099 1.70559 -0.24776
C -3.48321 -1.35688 0.38432
C 3.51755 1.74708 -1.48254
H 3.57993 2.00246 -0.41509
H 4.34757 2.25599 -2.00028
H 2.57216 2.12728 -1.88238
C 5.10454 -0.16965 -1.32204
H 5.36380 0.02037 -0.27644
H 5.31265 -1.21705 -1.56962
H 5.78956 0.45062 -1.92363
C 3.58448 -0.11969 -3.20295
H 4.27074 0.55009 -3.74578
H 3.93270 -1.14728 -3.38125
H 2.58408 -0.00294 -3.63571
C 3.60738 -0.05532 1.67103
H 2.85168 0.71457 1.88277
H 4.02907 -0.40101 2.62696
H 4.41855 0.42637 1.11545
C 1.88976 -1.86963 1.82196
H 1.12108 -1.14158 2.09856
H 1.39860 -2.71289 1.32212
H 2.34839 -2.24428 2.74985
C 4.01289 -2.38690 0.71495
H 4.92358 -2.06832 0.20514
H 4.31062 -2.76999 1.70238
H 3.56533 -3.21515 0.15147
C -4.05097 -0.91976 1.73850
H -4.56522 -1.78631 2.18165
H -3.24543 -0.62950 2.42460
H -4.79518 -0.11850 1.65738
C -2.60246 -2.59060 0.62949
H -2.13135 -2.95397 -0.29080
H -1.82952 -2.36707 1.37536
H -3.24089 -3.39605 1.02373
C -4.65280 -1.76584 -0.52867
H -5.27988 -2.47572 0.03210
H -5.29662 -0.92356 -0.80864
H -4.31939 -2.28041 -1.43847
C -2.42662 2.71863 -1.12222
H -2.46601 2.46024 -2.18845
H -2.91218 3.69967 -1.00322
H -1.37740 2.82621 -0.82011
C -3.17533 2.19210 1.21091
H -2.16320 2.26197 1.62400
H -3.63441 3.19182 1.23247
H -3.77135 1.54752 1.86520
C -4.64699 1.65742 -0.72639
H -4.73953 1.31590 -1.76570
H -5.28788 1.04605 -0.07977
H -5.03733 2.68555 -0.68320
Pt -0.04473 -0.09011 -0.33598
N 0.31750 0.93404 -2.09061
C 0.67766 1.16398 -3.19098
C 0.78911 2.04905 -4.30500
C 0.58635 3.42918 -4.08629
C 1.08821 1.56478 -5.58896
C 0.74433 4.32023 -5.14722
H 0.33148 3.76948 -3.07370
C 1.25077 2.46947 -6.64002
H 1.19398 0.48144 -5.72569
C 1.09240 3.84633 -6.41680
H 0.60944 5.38769 -4.96803
H 1.51274 2.09569 -7.63049
H 1.24668 4.55231 -7.23403
C -1.02093 0.10171 5.36349
C -1.04160 -1.04201 4.39076
N -1.01221 -2.26472 4.97081
O -1.06319 -0.91106 3.15075
H -1.92535 0.09224 5.98866
H -0.96744 1.03214 4.80082
H -0.13934 0.02587 6.01792
H -1.03722 -3.08478 4.37978
H -1.06585 -2.38218 5.97270
```

Results of the Mulliken charge analysis, in e, for atoms 1 through 2: C 0.420; C 0.834


(3)
Density functional theory data (the ωB97M-V functional and the def2-TZVPD basis) for a structure of composition C33H52N3O3P2Sn in a non-equilibrium geometry.

Computed properties:
E_HOMO: -0.2842 Eh
electronic energy: -2575.395372 a.u.
Kohn-Sham gap: 4.98 eV
total charge: +1
largest force on an atom: 4.1 eV Å⁻¹

Geometry as XYZ:
```
94
C33H52N3O3P2Sn the ωB97M-V functional and the def2-TZVPD basis
C 2.36929 0.85757 0.44608
C 0.71383 2.42966 1.09180
C 3.39043 1.76516 0.71878
C 1.74168 3.31562 1.51693
C 3.06744 2.99110 1.30649
H 4.41379 1.47192 0.50058
H 1.42803 4.25981 1.95673
H 3.86172 3.67858 1.58691
N 1.08032 1.17177 0.64443
P 1.56467 -1.80606 0.64671
P -1.85847 1.95616 0.11816
C 2.70131 -0.54798 -0.07015
H 2.62727 -0.57154 -1.16879
H 3.73710 -0.81096 0.18917
C -2.35789 -2.41326 -0.38585
O -3.37087 -2.87678 -0.65979
C -0.65098 2.80986 1.07266
H -0.91594 3.72155 1.61346
C -1.90340 2.79343 -1.60492
C -3.53873 2.09820 0.97990
C 1.61499 -3.38074 -0.38639
C 2.26359 -2.03251 2.40556
C -2.51606 1.78877 -2.59791
H -3.57611 1.59525 -2.39349
H -2.43618 2.20521 -3.61411
H -1.97659 0.83631 -2.57875
C -2.72227 4.09444 -1.58271
H -3.79209 3.93084 -1.40288
H -2.33114 4.80610 -0.84292
H -2.63432 4.57087 -2.57276
C -0.47547 3.15235 -2.05309
H -0.50786 3.48657 -3.10394
H -0.05456 3.96812 -1.45002
H 0.19544 2.29126 -1.99958
C -4.62647 1.59106 0.01544
H -4.37976 0.59106 -0.36926
H -5.57403 1.50677 0.56759
H -4.79756 2.26423 -0.83214
C -3.55909 1.19211 2.22080
H -3.45838 0.13231 1.95793
H -2.77716 1.46292 2.94136
H -4.53363 1.31624 2.72125
C -3.80501 3.53106 1.45439
H -3.86489 4.25962 0.64135
H -4.77376 3.54007 1.97580
H -3.03928 3.86364 2.16435
C 1.48034 -3.19092 3.05549
H 1.66821 -3.19567 4.14307
H 0.39386 -3.08759 2.89900
H 1.80095 -4.17028 2.67208
C 2.04697 -0.74663 3.22660
H 2.64711 0.08559 2.83750
H 0.99437 -0.43899 3.25354
H 2.37657 -0.93338 4.26296
C 3.77521 -2.31441 2.40992
H 4.08347 -2.46858 3.45563
H 4.05805 -3.21288 1.85318
H 4.35399 -1.46819 2.01959
C 1.45951 -3.05504 -1.87854
H 2.25723 -2.39929 -2.24762
H 1.51638 -3.99895 -2.44200
H 0.49535 -2.59047 -2.10310
C 0.42176 -4.26074 0.04016
H -0.53846 -3.72942 -0.06989
H 0.39698 -5.14529 -0.61476
H 0.50552 -4.61414 1.07512
C 2.94318 -4.12244 -0.18558
H 3.80790 -3.47631 -0.39227
H 3.04323 -4.56247 0.81490
H 2.98255 -4.95547 -0.90413
Sn -0.61197 -0.43299 0.29967
N 0.14768 -0.16192 -2.07246
C 0.61882 0.08379 -3.12435
C 1.13025 0.32201 -4.41552
C 0.91191 -0.62854 -5.43241
C 1.85155 1.50360 -4.68309
C 1.41302 -0.39152 -6.71096
H 0.34996 -1.53907 -5.20596
C 2.33554 1.73246 -5.97071
H 2.02527 2.22460 -3.87902
C 2.12005 0.78713 -6.98037
H 1.24966 -1.12883 -7.49853
H 2.88419 2.65159 -6.18376
H 2.50605 0.96867 -7.98511
N -1.25570 -1.51497 5.06027
C -2.39015 -1.94082 4.15905
C -1.92846 -1.69365 2.74143
O -2.40759 -2.34566 1.78224
O -1.04901 -0.75767 2.64777
H -0.45289 -2.16344 4.97721
H -1.53909 -1.48952 6.04659
H -0.92503 -0.57980 4.76347
H -2.64878 -2.98835 4.33332
H -3.26845 -1.32286 4.36516
```

Results of the Mulliken charge analysis, in e, for atoms 1 through 2: C -0.011; C 0.567


(4)
Density functional theory data (the ωB97M-V functional and the def2-TZVPD basis) for a cluster of 11 separate species, C33H53Cl15O12 in total in a non-equilibrium geometry.

Computed properties:
ΔE to the lowest compared entry with this formula, charge and spin: 51.1 kcal per mole
E_HOMO: -0.3535 Eh
structure (SMILES): O=C1C=C(O)C(=O)C=C1O.O=C1C=C(O)C(=O)C=C1O.ClC(Cl)Cl.ClC(Cl)Cl.ClC(Cl)Cl.ClC(Cl)Cl.ClC(Cl)Cl.CCOCC.CCOCC.CCOCC.CCOCC
electronic energy: -9094.653294 a.u.
Kohn-Sham gap: 7.65 eV
largest force on an atom: 3.7 eV Å⁻¹

Geometry as XYZ:
```
113
C33H53Cl15O12 the ωB97M-V functional and the def2-TZVPD basis
C 5.17939 -7.38781 2.86164
C 4.08514 -8.12286 2.55397
C 2.70211 -7.50583 2.71472
O 1.74076 -8.26456 2.69494
C 2.78450 -5.99794 2.82261
C 3.93211 -5.32484 3.03082
C 5.27181 -5.98412 3.21194
O 6.23983 -5.31473 3.64536
O 3.94010 -3.96671 2.96143
O 4.09183 -9.51857 2.33692
H 6.10525 -7.92842 2.99167
H 1.80816 -5.55252 2.70111
H 3.16412 -3.64844 2.49437
H 3.22348 -9.91820 2.24821
C -6.49676 -9.41083 -1.73563
C -5.17661 -9.01108 -1.73994
C -4.77904 -7.64643 -2.07058
O -3.61368 -7.26396 -2.22435
C -5.94644 -6.81996 -2.32200
C -7.28215 -7.16169 -2.17582
C -7.69449 -8.60640 -1.82986
O -8.82736 -9.02554 -1.69288
O -8.30060 -6.28797 -2.41508
O -4.10144 -9.91285 -1.62141
H -6.62756 -10.45078 -1.47524
H -5.68446 -5.85980 -2.74135
H -7.89661 -5.41993 -2.48507
H -3.28427 -9.44265 -1.80236
C -4.59238 8.42158 1.29137
Cl -3.17854 8.18112 0.20620
Cl -4.40982 7.52455 2.78374
Cl -6.04330 7.78633 0.53459
H -4.77772 9.47526 1.49994
C 6.67523 10.56826 -2.39246
Cl 7.08949 8.85319 -2.79173
Cl 6.99750 11.54091 -3.88651
Cl 7.60102 11.15522 -0.93321
H 5.62262 10.71178 -2.14853
C 9.08658 1.71508 5.49858
Cl 10.72045 1.48575 4.64582
Cl 8.48205 3.22388 4.79683
Cl 9.26830 1.82155 7.30017
H 8.30967 0.96836 5.33454
C 4.57248 7.80054 8.59949
Cl 5.98438 7.23515 9.58674
Cl 3.50008 6.50623 8.15711
Cl 5.06499 8.69939 7.13399
H 4.01494 8.45516 9.26935
C 0.61820 7.68062 -7.87652
Cl 1.25991 8.44284 -6.41039
Cl 0.32273 5.97887 -7.40706
Cl 1.68309 7.82962 -9.24840
H -0.34043 8.08791 -8.19785
C 2.27875 3.81296 0.11972
C 1.39731 2.86882 0.94457
O 0.94959 1.70498 0.28152
C -0.16813 1.76167 -0.54171
C -0.51711 0.32340 -0.97525
H 3.29111 3.42179 0.01872
H 1.69580 4.09610 -0.75669
H 2.27392 4.77587 0.63049
H 1.89708 2.58146 1.86964
H 0.48602 3.37948 1.25583
H -0.95864 2.21397 0.05714
H 0.09906 2.37108 -1.40503
H -0.80891 -0.33361 -0.15593
H 0.23051 -0.26769 -1.50420
H -1.42561 0.18678 -1.56180
C 1.00206 -3.29670 8.83450
C -0.53199 -3.14504 8.67417
O -0.95169 -1.84781 8.81173
C -0.61870 -0.81750 7.81821
C -1.56953 0.31256 7.98158
H 1.25589 -4.24470 8.36020
H 1.68210 -2.62319 8.31291
H 1.25110 -3.48192 9.87938
H -0.79405 -3.43543 7.65677
H -1.13819 -3.77482 9.32531
H 0.42535 -0.56126 7.99826
H -0.81217 -1.10252 6.78408
H -1.54156 0.60144 9.03223
H -2.64146 0.14362 7.87904
H -1.35778 1.22814 7.42932
C 6.28299 1.28089 -7.83078
C 5.58044 0.02518 -7.43820
O 4.51980 -0.10630 -8.36818
C 3.51205 -0.94851 -8.03383
C 2.61478 -1.09998 -9.28454
H 7.32240 1.33922 -7.50779
H 6.39252 1.46241 -8.89997
H 5.67515 2.08766 -7.42121
H 6.24568 -0.83810 -7.42088
H 5.28143 0.03409 -6.39005
H 3.74362 -1.93796 -7.63956
H 2.92625 -0.51040 -7.22575
H 3.07806 -1.50172 -10.18569
H 2.33525 -0.09069 -9.58673
H 1.69369 -1.54823 -8.91203
C -8.56397 0.31763 -0.48814
C -8.44132 1.34903 -1.49916
O -8.03639 0.69677 -2.70019
C -7.47569 1.56867 -3.67837
C -8.52316 2.50175 -4.28848
H -8.97232 -0.65322 -0.76888
H -7.55815 0.13160 -0.11154
H -9.01994 0.78492 0.38470
H -9.28941 1.97643 -1.77340
H -7.76372 2.11721 -1.12650
H -6.72411 2.14471 -3.13855
H -7.00025 0.91142 -4.40643
H -8.75464 3.40702 -3.72723
H -9.40424 1.96329 -4.63754
H -8.14516 2.89000 -5.23425
```

Results of the Mulliken charge analysis, in e, for atoms 1 through 2: C -0.651; C 0.272